Below is a structure of composition C6H15NaO6 at a distorted geometry, with properties calculated with ωB97M-V/def2-TZVPD.

Summary:
energy relative to the best compared isomer or geometry (same formula, charge and spin)	173.6	kJ/mol
net charge	-2
LUMO level	0.15329	hartree
highest occupied orbital energy	0.84	eV
DFT total energy	-23161.1462	eV
Kohn-Sham gap	3.33	eV

Element x y z (Å)
Na -13.065510 9.248150 19.576000
C -14.924930 10.493880 22.374460
O -14.945190 10.303070 20.975390
H -14.226900 9.791350 22.829780
H -14.728810 11.493630 22.761930
H -15.929850 10.225520 22.700370
C -13.839350 11.452510 17.251540
O -14.412880 10.197240 17.483670
H -14.510710 12.307140 17.335100
H -13.092750 11.722470 17.998410
H -13.346570 11.447760 16.279300
C -13.942130 5.881350 19.930110
O -14.315550 7.172400 19.378730
H -14.221140 5.085180 19.239910
H -12.931640 5.617910 20.242540
H -14.509690 5.697650 20.842370
C -9.761800 10.719080 16.818820
O -9.005800 10.255910 17.906660
C -9.642840 9.631240 18.824840
O -10.827080 9.290870 18.842660
O -8.777270 9.411650 19.836990
C -9.057370 8.638190 20.988430
H -10.545090 10.083670 16.405530
H -9.032900 10.943490 16.040080
H -10.352520 11.609980 17.031990
H -9.868780 9.139710 21.515870
H -8.240760 8.640040 21.710410
H -9.397620 7.620620 20.796400

Forces on the atoms, in the same order (eV/Å):
-2.222 -0.187 -0.478
-0.724 -1.225 -3.036
1.182 0.962 1.465
0.495 -0.278 0.815
0.349 0.829 0.163
-0.570 -0.090 0.983
-1.093 -2.750 0.709
1.027 1.546 -0.261
-0.732 0.586 -0.369
1.056 0.233 0.615
0.516 0.611 -0.910
-1.920 2.586 -1.115
2.124 -2.391 1.189
-0.141 -0.661 -0.426
1.193 0.465 -0.087
-0.474 -0.261 0.630
-0.908 0.993 -1.743
0.878 0.575 -0.977
-3.202 -2.124 2.897
2.452 0.729 -0.185
1.509 0.019 -0.457
-1.822 0.385 0.582
0.365 -0.824 0.442
-0.076 0.023 0.060
0.351 0.248 0.516
-0.274 -0.155 0.079
0.478 0.122 -0.718
0.185 0.037 -0.384

Mulliken population analysis, charges in e, atoms 1 to 8: Na 0.7615; C -0.6151; O -0.7558; H 0.1027; H 0.1964; H 0.1848; C -0.4128; O -0.8432


Below is an isolated molecule of C32H44N3O6PS at a distorted geometry, with properties calculated with ωB97M-V/def2-TZVPD.

Summary:
structure (SMILES)	CCc1c(CCCCCCCOC)c(CCC(N)=O)c2c(c1[PH2]=S)C(=O)c1c(c(CNC)cc(O)c1N(C)C(C)=O)C2=O
LUMO level	-0.03849	hartree
highest occupied orbital energy	-8.17	eV
DFT total energy	-70763.4941	eV
Kohn-Sham gap	7.12	eV

Element x y z (Å)
C 1.348220 -1.044823 4.420755
C 0.282420 -0.114453 3.607314
C 0.377330 -0.498034 2.060826
C -0.803197 -1.219649 1.321595
C -2.177918 -1.637982 2.009114
C -2.025461 -2.482442 3.367089
C -3.140307 -2.155863 4.484995
C -3.327507 -0.597076 4.814640
C -4.887623 -0.114960 4.785525
C -5.264494 0.718890 3.463245
C -5.668639 2.251092 3.738407
O -4.448127 3.044752 3.903838
C -3.951928 3.499391 2.626075
C -0.589141 -1.497950 -0.214916
C -1.696173 -2.235686 -1.131395
C -1.419879 -3.845604 -1.190104
C -0.170031 -4.275868 -0.286446
N -0.391325 -4.704919 1.126720
O 1.010378 -4.295844 -0.742426
C 0.710576 -1.074991 -0.941529
C 1.901814 -0.373873 -0.187418
C 1.716058 -0.095591 1.323365
P 3.167450 0.780183 2.199817
S 4.400480 -0.627247 2.774500
C 3.213542 0.044329 -1.030767
O 4.379662 -0.129034 -0.601790
C 2.885181 0.661323 -2.486366
C 1.700058 -0.046526 -3.241389
C 1.281909 0.512494 -4.630440
C 0.028491 -0.215947 -5.344956
N 0.406108 -1.436473 -6.105038
C -0.853162 -1.986023 -6.708217
C 2.022519 1.727236 -5.248101
C 3.194806 2.401856 -4.476521
O 3.813354 3.537085 -5.072523
C 3.644282 1.880429 -3.086251
N 4.719644 2.464344 -2.257724
C 4.133265 3.707935 -1.657410
C 5.947435 2.719110 -3.028924
C 6.543087 4.221123 -3.151794
O 6.559325 1.778197 -3.596059
C 0.963517 -1.290891 -2.520849
O 0.654020 -2.338961 -3.128879
H 1.660846 -1.881107 3.692403
H 0.896008 -1.443756 5.388178
H 2.281181 -0.403830 4.649287
H 0.581140 0.984563 3.722965
H -0.740976 -0.278167 4.077733
H -2.805239 -0.673490 2.133887
H -2.802215 -2.294335 1.291813
H -0.991961 -2.436063 3.847959
H -2.183700 -3.590382 3.074802
H -4.101304 -2.697239 4.177938
H -2.792783 -2.673057 5.459851
H -2.944325 -0.371734 5.881180
H -2.776653 0.114696 4.114935
H -5.579620 -1.041358 4.786735
H -5.161753 0.458418 5.747594
H -4.373914 0.752836 2.725195
H -6.135640 0.247084 2.865260
H -6.247743 2.619906 2.808624
H -6.390035 2.387008 4.622476
H -4.772239 4.009766 2.005277
H -3.518265 2.647741 1.972202
H -3.111884 4.256057 2.852167
H -1.615287 -1.824030 -2.204640
H -2.762359 -2.061759 -0.768442
H -1.203316 -4.219427 -2.246556
H -2.361055 -4.353425 -0.752055
H 0.360677 -4.242992 1.667714
H -0.262289 -5.726903 1.219847
H 2.708631 1.619779 3.273320
H 3.775278 1.614963 1.200339
H -0.484508 0.601002 -5.974511
H -0.710887 -0.451969 -4.487715
H 1.067226 -1.120541 -6.827894
H -1.662144 -2.079670 -5.892898
H -1.305325 -1.295704 -7.518744
H -0.586417 -3.020842 -7.141842
H 1.686090 2.143837 -6.249454
H 3.216309 4.319383 -5.063810
H 4.834064 4.242105 -0.933599
H 3.819056 4.385832 -2.541902
H 3.163055 3.395158 -1.117759
H 7.034022 4.485261 -2.138559
H 5.740396 4.988658 -3.428600
H 7.369840 4.294666 -3.930295

Forces on the atoms, in the same order (eV/Å):
0.111 0.643 -0.652
0.682 -0.519 -0.196
-0.297 -0.266 -2.310
3.270 0.798 -2.156
0.123 0.191 -0.318
-0.512 -0.809 0.201
0.812 -0.226 0.140
-1.126 0.483 0.778
-0.317 -0.605 -0.268
-0.362 0.555 -0.206
-0.042 -0.625 -1.005
-1.202 -0.186 -1.101
0.590 0.325 -0.364
1.784 1.217 0.665
0.912 0.054 0.012
-0.128 -0.362 1.020
3.359 -0.746 -1.341
0.036 0.760 -0.934
-4.586 0.370 1.488
0.438 0.911 2.342
-3.095 -0.757 1.251
-2.620 -0.766 -2.213
0.135 -2.026 -0.572
-0.007 0.598 0.175
1.748 -0.262 0.411
-4.395 0.825 -1.480
-1.401 0.288 -2.179
1.934 2.906 -0.879
1.850 0.416 1.495
0.571 1.639 1.116
-1.357 1.301 0.237
0.011 -0.343 -0.371
0.872 -1.581 3.682
-2.174 -2.028 0.927
-0.778 -0.978 1.089
-2.352 -2.785 -1.332
-0.318 1.476 -1.923
-1.103 0.428 -0.197
2.115 -1.657 -1.975
-0.039 -0.204 0.780
-2.477 3.144 2.022
-0.181 -1.305 -0.480
0.748 3.783 2.007
-0.341 1.124 1.542
0.636 0.475 -1.344
-1.467 -1.357 -0.202
-0.630 -1.499 -0.130
1.314 0.397 -1.112
1.070 -1.493 0.082
1.249 1.121 1.008
-1.316 0.191 -0.895
0.457 1.762 0.470
1.108 1.145 0.406
-0.598 0.704 -1.587
-0.422 -0.466 -1.735
-0.567 -1.160 0.850
1.227 1.321 0.135
0.543 -0.640 -1.623
-1.365 -0.103 1.224
1.334 0.553 1.126
0.892 -0.378 1.337
1.473 -0.231 -1.025
1.067 -0.606 0.953
-0.618 1.176 1.095
-1.353 -1.241 -0.398
-0.098 -0.626 1.794
1.611 -0.092 -0.367
-0.299 0.735 1.502
1.584 0.613 -0.791
-0.404 -0.572 -0.450
-0.056 0.812 -0.272
-0.125 -0.161 -0.873
-0.777 -0.029 0.543
0.598 -1.115 0.594
1.171 0.042 -1.489
-0.485 -0.452 0.242
1.423 -0.073 -1.160
0.676 -1.071 1.027
-0.747 1.657 0.598
0.582 -0.580 1.496
0.324 -1.005 0.048
-0.887 -0.845 -1.102
0.443 -0.610 1.718
1.628 0.543 -0.680
-0.955 -0.235 -1.540
1.104 -1.168 0.618
-1.236 -0.637 0.982

Mulliken population analysis, charges in e, atoms 1 to 8: C -1.0690; C -0.1835; C 0.6733; C 0.6077; C 0.8935; C -0.6050; C -0.9120; C -0.2921


- Which value of Kohn-Sham gap does entry 2 give?
  7.12 eV


- Among the records above, which one has the lowest Kohn-Sham gap?
  C6H15NaO6


Repeat the first record exactly.
Below is a structure of composition C6H15NaO6 at a distorted geometry, with properties calculated with ωB97M-V/def2-TZVPD.

Summary:
energy relative to the best compared isomer or geometry (same formula, charge and spin)	173.6	kJ/mol
net charge	-2
LUMO level	0.15329	hartree
highest occupied orbital energy	0.84	eV
DFT total energy	-23161.1462	eV
Kohn-Sham gap	3.33	eV

Element x y z (Å)
Na -13.065510 9.248150 19.576000
C -14.924930 10.493880 22.374460
O -14.945190 10.303070 20.975390
H -14.226900 9.791350 22.829780
H -14.728810 11.493630 22.761930
H -15.929850 10.225520 22.700370
C -13.839350 11.452510 17.251540
O -14.412880 10.197240 17.483670
H -14.510710 12.307140 17.335100
H -13.092750 11.722470 17.998410
H -13.346570 11.447760 16.279300
C -13.942130 5.881350 19.930110
O -14.315550 7.172400 19.378730
H -14.221140 5.085180 19.239910
H -12.931640 5.617910 20.242540
H -14.509690 5.697650 20.842370
C -9.761800 10.719080 16.818820
O -9.005800 10.255910 17.906660
C -9.642840 9.631240 18.824840
O -10.827080 9.290870 18.842660
O -8.777270 9.411650 19.836990
C -9.057370 8.638190 20.988430
H -10.545090 10.083670 16.405530
H -9.032900 10.943490 16.040080
H -10.352520 11.609980 17.031990
H -9.868780 9.139710 21.515870
H -8.240760 8.640040 21.710410
H -9.397620 7.620620 20.796400

Forces on the atoms, in the same order (eV/Å):
-2.222 -0.187 -0.478
-0.724 -1.225 -3.036
1.182 0.962 1.465
0.495 -0.278 0.815
0.349 0.829 0.163
-0.570 -0.090 0.983
-1.093 -2.750 0.709
1.027 1.546 -0.261
-0.732 0.586 -0.369
1.056 0.233 0.615
0.516 0.611 -0.910
-1.920 2.586 -1.115
2.124 -2.391 1.189
-0.141 -0.661 -0.426
1.193 0.465 -0.087
-0.474 -0.261 0.630
-0.908 0.993 -1.743
0.878 0.575 -0.977
-3.202 -2.124 2.897
2.452 0.729 -0.185
1.509 0.019 -0.457
-1.822 0.385 0.582
0.365 -0.824 0.442
-0.076 0.023 0.060
0.351 0.248 0.516
-0.274 -0.155 0.079
0.478 0.122 -0.718
0.185 0.037 -0.384

Mulliken population analysis, charges in e, atoms 1 to 8: Na 0.7615; C -0.6151; O -0.7558; H 0.1027; H 0.1964; H 0.1848; C -0.4128; O -0.8432


- The lowest Kohn-Sham gap belongs to which entry?
  C6H15NaO6